# 1
DFT (ωB97M-V/def2-TZVPD) results for a structure of composition C45H41InN6O11P2S.

Atoms and positions in Å:
In1 -0.417 -1.624 0.692
S1 4.065 3.564 -3.534
P1 2.197 -0.740 -0.669
P2 -0.264 0.717 -0.535
O1 1.585 2.367 6.811
O2 -6.821 -3.386 4.072
O3 -2.419 -1.860 -0.077
O4 -1.451 -0.543 2.227
O5 1.176 -1.497 1.999
O6 -7.949 -2.150 2.720
O7 -3.853 0.292 3.055
O8 -0.353 3.282 6.993
O9 -1.068 -3.458 1.833
O10 2.275 -1.392 3.914
O11 -3.766 2.269 3.886
N1 -1.602 -4.680 -2.276
N2 -3.245 1.211 3.565
N3 -6.920 -2.689 3.081
N4 -0.100 -3.280 -0.908
N5 0.419 2.489 6.487
N6 1.371 0.744 -0.973
C1 -0.556 2.043 0.659
C2 1.325 -1.076 3.232
C3 5.437 -1.298 1.674
C4 3.905 0.897 0.947
C5 -0.083 1.636 5.409
C6 -4.545 -3.059 2.637
C7 4.319 -0.679 -2.582
C8 -1.432 2.502 -2.378
C9 2.318 3.157 -3.838
C10 -2.342 0.428 -3.997
C11 4.048 -1.503 -4.829
C12 -1.382 1.791 4.984
C13 -1.694 0.144 -2.804
C14 -2.942 -4.178 -2.598
C15 3.921 4.667 -2.110
C16 -1.842 1.003 3.954
C17 1.858 1.844 -3.215
C18 -2.080 2.785 -3.571
C19 2.245 -1.694 -3.254
C20 -3.439 -2.043 0.703
C21 5.727 -0.046 2.203
C22 -2.111 3.448 1.851
C23 -1.223 1.179 -1.997
C24 4.829 -0.894 -3.857
C25 4.960 1.048 1.842
C26 0.315 -0.085 3.778
C27 -1.084 3.874 2.686
C28 4.384 -1.448 0.789
C29 -1.014 0.068 3.265
C30 -0.805 -3.935 -1.551
C31 -5.791 -1.640 1.145
C32 0.748 0.686 4.835
C33 3.016 -1.068 -2.273
C34 -2.530 1.749 -4.382
C35 0.198 3.372 2.523
C36 1.970 1.891 -1.692
C37 3.612 -0.349 0.406
C38 -1.853 2.531 0.846
C39 -4.678 -1.438 0.379
C40 -5.718 -2.463 2.276
C41 2.752 -1.905 -4.528
C42 -3.393 -2.865 1.867
C43 0.460 2.451 1.515
C44 -2.199 -3.524 2.327
C45 -1.114 -5.897 -2.920
H1 3.254 5.497 -2.336
H2 2.143 -2.384 -5.285
H3 -2.663 2.178 0.219
H4 1.501 2.808 -1.319
H5 2.206 3.110 -4.920
H6 5.838 -0.576 -4.091
H7 -2.238 3.814 -3.868
H8 -3.006 -3.920 -3.657
H9 -3.678 -4.949 -2.371
H10 -1.816 -6.708 -2.732
H11 4.449 -1.668 -5.822
H12 -3.120 3.809 2.006
H13 1.232 -2.001 -3.014
H14 6.538 0.070 2.910
H15 3.319 1.764 0.680
H16 4.918 5.063 -1.918
H17 4.931 -0.190 -1.834
H18 1.754 0.542 5.203
H19 -3.039 1.974 -5.311
H20 -2.326 -4.162 3.212
H21 4.140 -2.435 0.408
H22 -1.556 -0.883 -2.483
H23 1.713 3.996 -3.483
H24 -4.512 -3.680 3.524
H25 2.468 1.031 -3.610
H26 -6.732 -1.165 0.906
H27 3.575 4.144 -1.219
H28 3.026 1.945 -1.431
H29 6.018 -2.162 1.973
H30 -1.293 4.578 3.482
H31 -2.707 -0.377 -4.624
H32 -1.085 3.312 -1.746
H33 0.826 1.648 -3.515
H34 0.992 3.675 3.195
H35 -2.034 2.516 5.447
H36 -3.149 -3.300 -1.989
H37 -0.146 -6.166 -2.507
H38 -4.703 -0.786 -0.485
H39 -1.017 -5.749 -3.997
H40 5.173 2.023 2.260
H41 1.448 2.021 1.419

## Properties
* E: -113374.9112 eV
* 2S+1: 1
* E_HOMO: -8.27 eV
* LUMO: -0.30 eV

---

# 2
DFT (ωB97M-V/def2-TZVPD) results for a structure of composition C45H41InN6O11P2S.

Atoms and positions in Å:
In1 0.973 -0.174 -0.524
S1 -4.679 2.176 4.727
P1 -0.256 0.299 2.229
P2 -1.421 1.059 -0.224
O1 2.541 -1.285 -1.492
O2 0.226 -4.071 0.700
O3 1.274 -1.040 -8.007
O4 0.756 -1.936 0.556
O5 -0.279 -1.379 -2.075
O6 2.410 0.775 -8.220
O7 1.109 1.148 -2.177
O8 2.633 -7.513 -1.487
O9 5.622 -2.448 -3.415
O10 4.185 -7.093 -2.916
O11 3.909 -1.221 -3.853
N1 1.763 -0.019 -7.568
N2 -1.677 0.844 1.432
N3 3.314 -6.751 -2.140
N4 4.440 -2.167 -3.316
N5 2.812 0.783 0.393
N6 5.135 -0.028 0.381
C1 -2.961 0.532 -2.463
C2 0.699 -0.350 -4.004
C3 -3.245 -1.005 -0.635
C4 -2.697 0.167 -1.143
C5 -2.023 5.525 -1.016
C6 2.125 1.438 -5.605
C7 -0.469 1.483 4.811
C8 -0.040 -1.355 -3.279
C9 -3.136 4.693 -1.003
C10 -0.594 3.630 -0.660
C11 -1.934 -1.823 3.057
C12 -3.781 -0.257 -3.252
C13 0.035 -2.911 4.672
C14 -4.074 -1.789 -1.424
C15 -1.187 -3.559 4.539
C16 0.268 -1.726 3.999
C17 0.882 -0.612 -5.368
C18 0.376 3.687 5.273
C19 3.906 0.401 0.384
C20 -2.169 -3.015 3.730
C21 -4.328 3.046 3.171
C22 2.638 -2.559 -1.635
C23 -2.979 3.330 -0.811
C24 1.890 -3.522 -0.888
C25 -1.706 2.794 -0.624
C26 0.036 1.554 3.516
C27 2.114 -4.874 -1.084
C28 -2.977 2.720 2.539
C29 1.250 0.827 -3.422
C30 0.905 3.757 3.990
C31 6.247 0.912 0.323
C32 5.385 -1.467 0.256
C33 -5.700 0.805 4.154
C34 -4.343 -1.416 -2.732
C35 3.858 -4.429 -2.689
C36 3.082 -5.314 -1.970
C37 -2.906 1.252 2.132
C38 1.959 1.708 -4.275
C39 0.743 2.689 3.121
C40 -0.301 2.547 5.685
C41 -0.718 -1.167 3.186
C42 3.603 -3.088 -2.530
C43 0.867 -3.181 0.184
C44 1.581 0.269 -6.145
C45 -0.751 4.995 -0.851
H1 -2.707 -1.417 2.421
H2 1.233 -1.240 4.097
H3 -6.550 1.171 3.580
H4 -4.125 5.108 -1.142
H5 0.811 -3.340 5.292
H6 -3.118 -3.520 3.611
H7 2.380 2.597 -3.828
H8 -3.982 0.031 -4.276
H9 -4.493 -2.701 -1.022
H10 -3.761 1.003 1.492
H11 5.867 1.925 0.428
H12 2.673 2.110 -6.249
H13 -2.823 3.365 1.671
H14 4.633 -4.772 -3.358
H15 -2.186 2.955 3.249
H16 5.807 -1.683 -0.727
H17 0.116 5.640 -0.884
H18 -1.365 -4.492 5.056
H19 -0.416 -2.190 -3.891
H20 0.400 3.209 -0.560
H21 6.078 -1.779 1.038
H22 6.761 0.818 -0.634
H23 -3.848 2.682 -0.802
H24 1.528 -5.578 -0.511
H25 -1.016 0.605 5.132
H26 0.500 4.518 5.955
H27 1.163 2.739 2.122
H28 -2.996 0.634 3.028
H29 -2.148 6.588 -1.170
H30 1.446 4.638 3.673
H31 -5.148 2.842 2.477
H32 -5.143 0.083 3.560
H33 -0.710 2.491 6.685
H34 0.475 -1.512 -5.810
H35 6.943 0.704 1.136
H36 -4.376 4.109 3.406
H37 -2.515 1.426 -2.885
H38 -4.981 -2.033 -3.351
H39 4.448 -2.002 0.366
H40 -2.995 -1.329 0.364
H41 -6.079 0.298 5.040

## Properties
* E: -113374.9131 eV
* 2S+1: 1
* E_HOMO: -8.43 eV
* LUMO: -0.22 eV

---

# 3
DFT (ωB97M-V/def2-TZVPD) results for a structure of composition C45H41Zr at a distorted geometry.

Atoms and positions in Å:
Zr1 -0.505 -2.891 -1.566
C1 1.155 6.069 -2.495
C2 2.461 4.507 4.850
C3 -0.149 -4.546 -3.460
C4 -0.820 -5.116 2.933
C5 -1.766 -4.969 -1.848
C6 0.579 -1.610 -3.164
C7 -2.277 -1.226 -1.912
C8 -0.621 3.857 0.004
C9 -3.479 1.485 0.732
C10 0.645 -3.849 1.448
C11 2.219 -0.212 -1.860
C12 2.944 -2.355 -2.781
C13 -0.076 4.368 -1.256
C14 -1.446 -1.398 0.243
C15 1.732 4.379 3.668
C16 -1.541 -4.380 -3.147
C17 4.473 -1.013 -1.471
C18 0.483 -5.206 -2.356
C19 -2.896 -2.351 -1.286
C20 -0.103 3.384 4.931
C21 -2.397 -2.450 0.051
C22 -4.254 3.216 -0.762
C23 0.968 -3.138 0.177
C24 0.162 -5.084 3.931
C25 -0.519 -5.490 -1.378
C26 0.369 4.086 -3.640
C27 -0.332 3.663 2.468
C28 -1.374 -0.644 -0.967
C29 -0.564 -4.532 1.697
C30 0.639 3.508 6.101
C31 1.928 -1.383 -2.604
C32 1.630 -3.839 2.454
C33 -4.506 2.053 -0.026
C34 -1.932 3.221 -0.005
C35 0.654 5.577 -1.290
C36 -2.217 2.075 0.767
C37 3.475 -0.042 -1.287
C38 4.200 -2.174 -2.209
C39 -0.251 3.654 -2.469
C40 1.925 4.071 6.069
C41 0.432 3.810 3.679
C42 1.051 5.309 -3.667
C43 0.113 3.997 1.203
C44 1.390 -4.455 3.680
C45 -2.976 3.764 -0.798
H1 -1.781 -5.603 3.107
H2 -3.696 -2.957 -1.716
H3 5.455 -0.878 -1.015
H4 0.217 3.175 7.051
H5 1.441 0.555 -1.742
H6 -0.376 -6.094 -0.481
H7 1.496 5.669 -4.596
H8 -2.776 -3.110 0.830
H9 4.966 -2.942 -2.335
H10 1.532 -5.495 -2.300
H11 3.450 4.957 4.808
H12 0.048 -0.664 -3.326
H13 -5.056 3.692 -1.329
H14 2.718 -3.253 -3.370
H15 0.306 3.473 -4.540
H16 2.581 -3.338 2.253
H17 -0.795 0.265 -1.114
H18 -2.739 -5.139 -1.379
H19 -0.036 -5.558 4.894
H20 -1.110 2.955 4.952
H21 0.777 6.144 -0.364
H22 0.628 -2.163 -4.110
H23 -0.857 2.744 -2.471
H24 1.314 -2.114 0.407
H25 1.809 -3.650 -0.328
H26 -1.312 -4.605 0.904
H27 2.162 -4.447 4.453
H28 -2.507 -0.836 -2.905
H29 -5.494 1.595 -0.041
H30 -1.349 3.294 2.605
H31 -2.302 -3.992 -3.826
H32 0.330 -4.292 -4.404
H33 -3.650 0.571 1.304
H34 2.501 4.179 6.986
H35 -1.425 1.641 1.381
H36 2.154 4.725 2.726
H37 3.682 0.850 -0.691
H38 -0.920 -1.173 1.168
H39 -2.764 4.642 -1.417
H40 1.644 7.046 -2.515
H41 1.108 4.431 1.104

## Properties
* E: -48611.3022 eV
* net charge: -1
* 2S+1: 1
* E_HOMO: -2.18 eV
* LUMO: 2.04 eV